The following is a quantum chemistry calculation of 2 unconnected molecules or ions with the total composition C10H16, from the Open Molecules 2025 dataset.

HOMO level ... -8.959 eV
SMILES ... Cc1ccccc1.CCC
E_LUMO ... 1.00 eV
Frontier orbital gap ... 9.957 eV
Energy relative to the best compared isomer or geometry (same formula, charge and spin) ... 125.14 kJ/mol
F_max ... 0.0634 hartree/bohr
Total energy ... -10628.4466 eV

CARTESIAN COORDINATES (ANGSTROEM)
C: 1.433 2.099 1.477
C: 0.716 2.110 0.187
C: 0.008 0.988 -0.206
C: -0.630 0.973 -1.460
C: -0.643 2.128 -2.255
C: 0.004 3.284 -1.770
C: 0.687 3.304 -0.584
H: 1.703 1.008 1.774
H: 1.066 2.801 2.241
H: 2.498 2.358 1.473
H: -0.078 0.112 0.435
H: -1.000 0.046 -1.891
H: -1.249 2.163 -3.139
H: -0.280 4.195 -2.257
H: 1.346 4.072 -0.201
C: -1.838 -2.862 0.312
C: -0.484 -3.080 1.052
C: 0.814 -2.728 0.324
H: -2.532 -3.327 1.052
H: -2.006 -3.451 -0.608
H: -2.118 -1.841 0.318
H: -0.560 -2.445 1.929
H: -0.324 -4.117 1.402
H: 0.809 -1.822 -0.320
H: 1.580 -2.437 1.056
H: 1.078 -3.531 -0.340

The following is a quantum chemistry calculation of 5 unconnected molecules or ions with the total composition C5H21N2O4, from the Open Molecules 2025 dataset.

HOMO level ... -10.429 eV
Net charge ... +1
E_LUMO ... -2.77 eV
Frontier orbital gap ... 7.655 eV
Energy relative to the best compared isomer or geometry (same formula, charge and spin) ... 282.72 kJ/mol
F_max ... 0.0848 hartree/bohr
Total energy ... -16687.8941 eV

CARTESIAN COORDINATES (ANGSTROEM)
C: 0.245 3.087 -0.915
C: 1.297 1.917 -0.945
C: 0.719 0.503 -0.860
C: 1.530 -0.575 -0.748
N: 1.142 -1.880 -0.591
C: 2.188 -2.863 -0.910
N: -1.082 2.661 -0.518
H: 0.717 3.964 -0.454
H: 0.297 3.317 -1.987
H: 1.959 2.023 -1.844
H: 2.156 2.068 -0.253
H: -0.353 0.300 -0.935
H: 2.603 -0.329 -0.644
H: 0.146 -2.079 -0.667
H: 1.669 -3.876 -0.858
H: 2.352 -2.858 -2.009
H: 3.078 -2.726 -0.329
H: -1.210 2.912 0.460
H: -1.270 1.631 -0.709
H: -1.939 2.897 -1.029
H: -0.005 0.974 4.499
H: -1.461 1.121 4.106
O: -0.566 1.216 3.753
H: -2.045 -3.416 0.349
H: -2.267 -3.851 -0.918
O: -1.856 -3.053 -0.538
H: -2.208 0.166 1.012
H: -2.408 -0.507 -0.315
O: -2.476 0.361 0.108
H: 0.002 -1.784 1.491
H: -0.432 -0.312 1.927
O: -0.521 -1.009 1.269

The following is a quantum chemistry calculation of a gas-phase ion, C4H7N2O2 (charge +1), from the Open Molecules 2025 dataset.

HOMO level ... -12.565 eV
SMILES ... N[C@@H](C=[NH2+])C(O)=C=O
Net charge ... +1
E_LUMO ... -5.06 eV
Frontier orbital gap ... 7.503 eV
Energy relative to the best compared isomer or geometry (same formula, charge and spin) ... 183.35 kJ/mol
F_max ... 0.0323 hartree/bohr
Total energy ... -11327.8251 eV

CARTESIAN COORDINATES (ANGSTROEM)
N: -0.651 -1.476 -0.997
C: -0.183 -0.188 -0.615
C: -1.171 0.474 0.295
N: -1.499 1.717 0.235
C: 1.104 -0.227 0.288
O: 0.941 -1.106 1.343
C: 2.254 0.293 -0.093
O: 3.212 0.821 -0.472
H: -0.110 -1.890 -1.743
H: -0.704 -2.123 -0.219
H: 0.015 0.423 -1.500
H: -1.589 -0.146 1.081
H: -1.147 2.330 -0.496
H: -2.133 2.142 0.907
H: 1.659 -1.045 1.986